{"formula": "C37H57Br2F12N2O15P", "method": "ωB97M-V/def2-TZVPD", "e_homo_ev": -9.10, "e_tot_ha": -9370.0168, "smiles": "COCCCCCCCCCCCC[C@]1(P(=O)(O)O)[C@@H](/C(Br)=C(\\C)Br)C(=O)N[C@@]1(C)ON=O.CCOC(=O)C(F)(F)F.CCOC(=O)C(F)(F)F.CCOC(=O)C(F)(F)F.CCOC(=O)C(F)(F)F", "de_lowest_kcal_mol": 0.00, "symbols": ["C", "O", "C", "C", "C", "C", "C", "C", "C", "C", "C", "C", "C", "C", "C", "P", "O", "O", "O", "C", "C", "Br", "C", "C", "Br", "C", "O", "N", "C", "C", "O", "N", "O", "H", "H", "H", "H", "H", "H", "H", "H", "H", "H", "H", "H", "H", "H", "H", "H", "H", "H", "H", "H", "H", "H", "H", "H", "H", "H", "H", "H", "H", "H", "H", "H", "H", "H", "H", "H", "H", "C", "C", "O", "C", "O", "C", "F", "F", "F", "H", "H", "H", "H", "H", "C", "C", "O", "C", "O", "C", "F", "F", "F", "H", "H", "H", "H", "H", "C", "C", "O", "C", "O", "C", "F", "F", "F", "H", "H", "H", "H", "H", "C", "C", "O", "C", "O", "C", "F", "F", "F", "H", "H", "H", "H", "H"], "coordinates": [[7.146443, 0.112284, 1.140064], [6.043027, 0.972422, 1.323855], [5.175289, 1.062444, 0.199891], [3.798258, 1.491502, 0.673876], [2.902374, 2.038234, -0.457506], [1.402426, 1.736631, -0.226239], [0.772774, 0.780629, -1.247314], [-0.757598, 0.862937, -1.222668], [-1.371569, -0.003266, -0.101998], [-2.143657, -1.205916, -0.657671], [-2.542038, -2.234810, 0.400217], [-1.378772, -2.926113, 1.114923], [-0.451792, -3.728166, 0.164959], [1.020857, -3.377570, 0.420352], [2.109661, -4.302382, -0.218296], [3.645384, -3.509954, 0.458887], [3.549363, -2.051575, 0.496784], [3.759192, -4.160296, 1.932367], [4.938363, -3.999461, -0.353501], [1.895007, -4.291740, -1.772896], [2.983261, -3.898209, -2.746077], [3.211794, -2.010151, -2.801734], [3.671912, -4.682113, -3.568789], [3.507507, -6.173778, -3.710649], [4.947139, -3.962980, -4.763668], [1.182248, -5.612999, -2.037187], [0.542228, -5.881513, -2.994649], [1.310270, -6.456884, -0.940023], [1.963279, -5.822613, 0.185021], [1.234041, -6.111450, 1.506717], [3.257939, -6.470208, 0.370614], [3.892935, -6.716409, -0.835001], [4.944346, -7.197799, -0.640979], [6.982508, -0.842001, 1.658321], [8.039323, 0.583349, 1.565306], [7.339079, -0.093994, 0.080757], [5.583978, 1.803014, -0.506419], [5.119777, 0.085185, -0.295854], [3.290286, 0.624985, 1.113245], [3.905043, 2.228532, 1.478113], [3.026186, 3.123310, -0.544647], [3.199898, 1.597219, -1.417541], [1.270783, 1.310689, 0.775341], [0.825332, 2.671041, -0.245638], [1.071563, -0.248078, -0.996522], [1.171516, 0.980907, -2.248323], [-1.021494, 1.910518, -1.051329], [-1.161595, 0.560265, -2.193938], [-0.573340, -0.332451, 0.573080], [-2.075774, 0.599618, 0.483538], [-3.059377, -0.839020, -1.137271], [-1.552030, -1.668585, -1.461364], [-3.147629, -1.711004, 1.151961], [-3.178191, -3.011217, -0.043825], [-1.793455, -3.606109, 1.869017], [-0.766054, -2.206990, 1.672999], [-0.677813, -4.794505, 0.220697], [-0.702221, -3.426796, -0.860514], [1.196727, -2.377184, 0.013744], [1.197381, -3.312880, 1.499686], [4.631171, -4.536822, 2.108709], [5.363194, -4.815123, -0.062356], [1.099533, -3.563938, -1.973310], [2.659702, -6.396090, -4.366447], [3.329708, -6.667847, -2.752135], [4.407970, -6.605813, -4.149572], [0.415648, -6.887570, -0.733087], [1.696942, -6.983577, 1.973958], [0.182159, -6.346449, 1.346811], [1.348913, -5.278401, 2.197350], [-4.923848, 4.640302, 3.015929], [-4.555522, 5.833768, 2.164473], [-3.439255, 5.524131, 1.297573], [-3.727677, 4.894880, 0.169696], [-4.805281, 4.568454, -0.232826], [-2.428814, 4.660246, -0.631833], [-1.443900, 4.209997, 0.155738], [-2.020359, 5.818236, -1.180679], [-2.622485, 3.780960, -1.611423], [-4.058878, 4.297402, 3.583959], [-5.712753, 4.916213, 3.715023], [-5.281804, 3.814727, 2.401518], [-4.207341, 6.662748, 2.776425], [-5.394145, 6.174600, 1.558853], [2.225302, 4.905860, 2.142167], [1.045215, 5.607325, 1.508310], [-0.037002, 5.785745, 2.451754], [0.057404, 6.823791, 3.266353], [0.932281, 7.636397, 3.317091], [-1.202392, 6.894361, 4.157889], [-1.533128, 5.691026, 4.642556], [-2.242180, 7.348317, 3.433932], [-1.010696, 7.724012, 5.179923], [1.914232, 3.956864, 2.581206], [2.984682, 4.701960, 1.387389], [2.673268, 5.509709, 2.930603], [0.614603, 5.005416, 0.710738], [1.324903, 6.575657, 1.094669], [-2.348335, -9.872188, 0.839735], [-3.531239, -9.048089, 0.382951], [-4.400347, -8.724503, 1.491052], [-4.039384, -7.692571, 2.235601], [-3.070829, -7.003286, 2.098954], [-5.096745, -7.444569, 3.334534], [-5.469469, -8.587791, 3.920222], [-6.183466, -6.875772, 2.790860], [-4.614072, -6.627384, 4.267270], [-2.685701, -10.771130, 1.355463], [-1.750790, -10.169396, -0.021949], [-1.714615, -9.305584, 1.521757], [-4.159249, -9.607518, -0.306136], [-3.218959, -8.126039, -0.106184], [-3.644632, 9.342634, -2.055152], [-2.968803, 8.369081, -2.994465], [-2.788962, 8.950566, -4.304585], [-1.732142, 9.735406, -4.451299], [-0.913243, 10.011290, -3.625557], [-1.659979, 10.242371, -5.908892], [-2.857820, 10.650234, -6.345849], [-1.236963, 9.252178, -6.710662], [-0.806097, 11.258106, -6.008071], [-4.592265, 9.682121, -2.473995], [-3.838912, 8.857613, -1.098424], [-3.016970, 10.215174, -1.877197], [-3.586921, 7.489714, -3.161521], [-2.004755, 8.041307, -2.609690]], "forces_ev_per_a": [[0.1, 0.0, 0.1], [0.0, 0.0, 0.0], [0.1, 0.1, 0.2], [-0.3, -0.2, -0.1], [-0.2, -0.2, 0.3], [0.0, 0.1, -0.1], [0.1, -0.2, 0.2], [0.2, 0.0, 0.2], [-0.3, 0.1, -0.3], [0.1, 0.0, -0.1], [0.0, 0.1, 0.2], [0.2, -0.3, 0.0], [-0.2, 0.4, -0.3], [-0.2, -0.5, 0.0], [0.3, 0.3, 0.1], [0.1, 0.3, 0.1], [0.0, -0.2, -0.1], [0.2, -0.1, -0.4], [-0.1, -0.1, 0.3], [-0.1, 0.1, 0.1], [0.2, 0.2, 0.1], [-0.1, 0.0, 0.1], [-0.1, -0.5, 0.1], [-0.1, -0.2, -0.1], [0.0, 0.0, -0.1], [1.0, 0.2, 0.9], [-1.0, -0.3, -1.4], [-0.6, 0.6, 0.5], [-0.6, 0.0, 0.0], [0.5, -0.1, 0.0], [0.2, 0.2, -0.1], [0.2, -0.1, 0.9], [0.1, 0.0, -0.2], [0.0, 0.1, -0.1], [-0.1, 0.0, 0.0], [0.0, 0.0, 0.1], [0.0, -0.1, 0.0], [-0.1, 0.1, -0.1], [0.2, 0.0, 0.0], [0.0, 0.0, -0.1], [0.2, -0.1, -0.1], [0.1, 0.1, 0.1], [-0.1, 0.1, 0.0], [0.1, -0.1, 0.0], [0.1, 0.1, -0.2], [-0.1, 0.1, 0.1], [-0.1, -0.1, -0.2], [-0.1, 0.1, 0.1], [-0.1, 0.0, 0.0], [0.1, -0.1, 0.1], [0.1, 0.0, 0.0], [-0.1, 0.0, 0.1], [0.0, -0.2, -0.1], [0.0, 0.2, 0.0], [0.1, 0.1, -0.1], [-0.2, 0.0, -0.1], [0.1, 0.1, 0.1], [0.1, -0.2, 0.1], [0.1, -0.1, 0.2], [0.0, 0.0, -0.1], [-0.2, 0.0, 0.2], [-0.1, 0.0, -0.1], [0.1, -0.1, 0.1], [0.1, 0.1, 0.0], [0.0, 0.3, -0.6], [-0.1, 0.0, 0.1], [0.3, -0.5, 0.0], [0.0, 0.1, -0.1], [0.0, 0.2, 0.0], [-0.2, -0.1, 0.0], [0.1, -0.1, -0.1], [-0.3, 0.2, 0.2], [0.1, -0.1, -0.2], [-0.1, 0.1, 0.2], [0.1, 0.0, 0.0], [0.0, -0.1, -0.1], [-0.1, 0.0, -0.1], [0.0, 0.0, 0.0], [0.0, 0.2, 0.2], [0.0, 0.0, 0.0], [0.0, 0.0, 0.0], [0.0, 0.0, 0.0], [0.0, -0.1, -0.1], [0.0, -0.1, -0.1], [-0.1, 0.0, 0.2], [0.3, -0.1, -0.3], [-0.1, 0.1, 0.1], [0.1, -0.1, -0.2], [-0.1, 0.0, 0.1], [0.1, 0.0, 0.2], [0.0, 0.1, 0.0], [0.2, 0.1, 0.1], [-0.1, -0.1, -0.2], [0.0, 0.0, -0.1], [0.0, 0.0, 0.0], [0.0, 0.1, -0.1], [0.0, 0.0, 0.1], [0.0, 0.1, 0.1], [0.0, 0.0, 0.1], [0.1, -0.1, -0.2], [-0.1, 0.1, 0.1], [0.0, -0.1, -0.1], [0.0, 0.0, 0.0], [0.0, 0.0, 0.1], [0.0, 0.1, 0.0], [0.1, -0.1, 0.1], [-0.1, -0.1, -0.1], [0.0, 0.0, 0.0], [0.0, 0.0, 0.0], [0.0, 0.0, 0.0], [-0.1, 0.0, 0.1], [0.0, 0.0, 0.1], [0.0, 0.1, -0.1], [-0.1, -0.2, 0.3], [0.1, 0.1, -0.1], [-0.1, -0.1, 0.1], [0.0, 0.0, -0.1], [0.0, 0.1, -0.1], [0.1, 0.0, 0.0], [0.0, 0.1, 0.1], [-0.1, -0.1, 0.0], [0.0, -0.1, 0.0], [0.0, 0.0, 0.0], [0.0, 0.0, 0.0], [0.0, 0.0, -0.1], [0.0, 0.1, -0.1]], "mulliken_charge": [-0.697, -0.364, -0.339, -0.112, -1.015, 0.849, -0.359, -0.361, -0.260, -0.633, -1.278, -1.226, 0.155, -2.564, 2.638, 0.525, -0.659, -0.577, -0.507, 0.742, -0.755, 0.037, 0.562, -1.133, -0.182, -1.196, -0.601, -0.090, 1.178, -1.632, -0.269, 0.123, -0.506, 0.211, 0.279, 0.334, 0.267, 0.195, 0.057, 0.175, 0.446, 0.475, 0.492, -0.823, -0.429, 0.603, -0.450, 0.606, 0.079, 0.292, 0.437, 0.385, 0.503, 0.340, 0.487, 0.459, 0.457, 0.194, -0.284, 1.052, 0.357, 0.368, 0.381, 0.269, 0.243, 0.535, 0.453, 0.413, 0.401, 0.291, -1.237, -0.233, -0.179, 0.109, -0.517, 0.959, -0.207, -0.214, -0.272, 0.287, 0.410, 0.345, 0.340, 0.374, -1.193, -0.013, -0.187, 0.231, -0.532, 0.994, -0.269, -0.265, -0.257, 0.270, 0.312, 0.510, 0.041, 0.347, -1.094, -0.145, -0.319, 0.342, -0.508, 0.906, -0.242, -0.260, -0.230, 0.342, 0.382, 0.258, 0.313, 0.254, -1.080, -0.118, -0.349, 0.339, -0.508, 0.873, -0.246, -0.252, -0.236, 0.320, 0.292, 0.316, 0.311, 0.342]}